Record 1
Entry from the Open Molecules 2025 dataset: a gas-phase ion, C9H10NS2 (charge +1) at a distorted geometry (ωB97M-V/def2-TZVPD).

```
22
Properties=species:S:1:pos:R:3:forces:R:3
S 1.906935 2.015485 -1.354866 0.02 -0.13 0.41
S 3.505985 -0.693040 1.434871 1.50 -0.52 1.68
N 0.149893 0.572376 0.476767 -0.33 0.21 -0.43
C -1.901542 0.717750 1.713871 1.56 -0.08 -0.87
C -0.600935 1.058983 1.524620 1.83 -0.59 -1.29
C 1.954908 -1.295241 -0.729997 -0.27 -1.42 1.28
C 1.796559 1.012179 0.208949 -1.68 -0.75 0.64
C -0.373177 -0.327362 -0.370090 -0.64 -0.57 -0.82
C 0.642532 -0.901613 -1.372595 -2.52 0.24 0.60
C 2.451366 -0.303875 0.274062 -1.55 1.63 -2.36
C -2.480124 -0.080946 0.734717 -1.22 0.03 0.37
C -1.790095 -0.611256 -0.324280 2.36 1.31 1.68
H 2.653871 3.110963 -0.996524 -0.47 -0.79 0.45
H 1.919991 1.566644 1.112356 0.49 0.80 0.27
H 0.018112 1.613763 2.183941 -0.08 0.77 0.72
H -2.282003 1.080667 2.619360 -1.32 0.24 0.86
H 1.872427 -2.242409 -0.120502 -0.24 0.50 -1.06
H 0.711338 -0.062542 -2.049948 0.62 0.03 -0.65
H -3.533653 -0.334302 0.800091 0.05 0.09 0.14
H 2.645206 -1.473239 -1.518917 0.89 -0.24 -0.61
H 0.110946 -1.697099 -1.928980 0.69 0.18 0.31
H -2.403435 -1.219232 -0.923270 0.30 -0.93 -1.33
```
Forces are in eV/Å.

Its spin multiplicity is 3. As for the charge: +1. The HOMO energy (spin up / spin down) comes out at -10.75 / -13.47 eV. The expectation value of S² is 2.01. Its LUMO energy (spin up / spin down) is -3.85 / -6.23 eV.

=====

Record 2
Entry from the Open Molecules 2025 dataset: a molecular structure, C25H16AsAuF16N3O4 (ωB97M-V/def2-TZVPD).

```
66
Properties=species:S:1:pos:R:3:forces:R:3
Au -1.057714 -0.718135 -0.560256 0.03 0.01 0.09
As 3.028074 -2.162591 -0.251741 0.01 0.00 -0.04
F 4.608786 -2.454124 0.341821 -0.01 0.00 0.02
F -3.209356 -1.352521 -4.875115 -0.02 0.01 -0.02
F -0.596656 1.922960 -6.933443 0.00 -0.01 -0.01
F -1.913504 1.261226 1.551766 -0.08 -0.03 0.07
F -1.367364 3.289547 3.225116 -0.07 -0.03 0.10
F 1.370450 -1.870576 -0.816262 0.00 -0.04 -0.06
F 3.494401 -0.660630 -0.960695 0.00 0.01 0.01
F 2.434482 -3.636298 0.483564 0.01 0.02 0.00
F 0.843353 0.099092 -2.899579 0.06 -0.05 -0.08
F 1.258672 -1.425290 3.851549 0.02 0.01 -0.01
F 1.203466 1.828042 -4.923209 0.00 0.00 0.00
F 3.339618 -3.012682 -1.717809 0.00 0.01 0.01
F 2.590558 -1.316037 1.220293 0.00 0.04 0.04
F 0.552478 2.997061 5.107784 -0.01 -0.01 0.02
F -2.765386 0.321577 -6.931555 0.00 0.00 0.00
F 1.810492 0.635093 5.432827 -0.01 -0.01 -0.01
O 3.081437 3.520888 3.006992 0.00 -0.05 0.06
O 1.411471 5.079098 2.668969 -0.04 -0.03 0.03
O -1.641193 3.263347 -1.057472 0.01 0.01 -0.04
O -0.927344 1.185792 -1.338798 -0.18 0.06 0.02
N -1.438385 -1.359510 -2.663091 -0.05 0.05 -0.02
N -0.549273 -1.060946 1.609311 0.04 -0.01 0.08
N -1.652968 -2.783072 -0.201126 -0.04 -0.04 0.02
C 0.265312 1.990429 4.303317 -0.03 -0.03 0.02
C 1.304155 1.708968 0.354994 0.03 -0.02 -0.02
C -1.902052 0.257980 -5.925018 -0.02 0.00 0.00
C -0.085443 0.210356 -3.817606 0.00 0.02 0.03
C 0.621266 -0.284928 3.635376 -0.06 0.00 0.00
C -0.294966 -0.145751 2.548590 0.05 -0.08 -0.07
C -2.105576 -0.605133 -4.882581 0.00 -0.01 -0.02
C -0.650609 -3.385076 0.700890 0.03 0.00 -0.02
C 2.320268 1.925637 1.292928 0.00 -0.03 -0.02
C 0.244697 3.827839 0.896179 0.02 -0.03 -0.07
C -1.233451 -0.640255 -3.758782 0.08 0.01 0.04
C 2.246793 3.088998 2.015404 -0.01 0.07 -0.06
C -0.788703 1.100493 -5.921949 0.00 0.01 0.00
C 2.603249 4.807528 3.402718 0.02 0.05 0.01
C -1.657525 -3.454904 -1.520391 0.00 0.00 0.00
C -0.859500 2.376022 -0.785700 0.11 -0.01 -0.02
C -2.989062 -2.800563 0.419350 0.01 0.01 -0.01
C 0.911620 0.769760 4.465943 0.01 0.01 0.02
C 1.238431 4.021837 1.813288 0.13 0.02 -0.06
C -0.958621 1.111694 2.458382 0.02 0.03 -0.03
C -0.699945 2.148932 3.315139 -0.05 0.00 0.02
C 0.275742 2.623894 0.170629 0.01 0.09 0.01
C -2.239546 -2.568850 -2.616890 0.02 -0.01 -0.02
C 0.123896 1.063452 -4.874657 0.00 -0.01 0.00
C -0.238330 -2.463247 1.857274 -0.05 0.00 0.00
H 1.347256 0.808949 -0.244501 0.00 0.00 -0.01
H -2.211845 -4.397084 -1.459374 0.00 0.00 0.00
H -0.620861 -3.676005 -1.772559 0.00 0.00 0.00
H 3.357081 5.561756 3.167542 0.00 0.00 -0.02
H -0.554571 4.536354 0.733571 0.00 0.00 0.00
H 3.115095 1.205943 1.430176 0.01 -0.01 0.00
H -2.956277 -2.260525 1.363370 0.00 -0.01 0.00
H 0.836082 -2.588367 1.989290 0.03 0.00 0.03
H -3.284967 -2.311104 -2.418361 0.00 0.00 0.01
H 2.377241 4.794369 4.470102 0.01 0.01 -0.02
H -3.302103 -3.833248 0.603159 0.00 0.00 0.00
H -3.715469 -2.311758 -0.226491 0.00 0.00 0.00
H 0.231786 -3.611312 0.111728 -0.03 0.02 0.01
H -1.045891 -4.323242 1.103999 0.02 -0.01 0.00
H -0.721958 -2.758137 2.793314 -0.01 0.00 -0.02
H -2.211276 -3.112993 -3.561621 0.00 -0.01 0.01
```
Forces are in eV/Å.

Its spin multiplicity is 4. For the energy above the lowest of the compared OMol25 structures with the same formula, charge and spin, the calculation gives 0.0 kcal per mole. The HOMO energy (spin up / spin down) comes out at -8.19 / -8.24 eV. The expectation value of S² is 3.84. Its LUMO energy (spin up / spin down) is -0.08 / -3.06 eV.

=====

Record 3
Entry from the Open Molecules 2025 dataset: C20H27ClN2O2 in the gas phase (ωB97M-V/def2-TZVPD).

```
52
Properties=species:S:1:pos:R:3:forces:R:3
Cl -5.666342 -2.993025 4.760433 -0.11 -0.12 0.10
O 3.220286 -1.490695 -2.255483 0.29 -0.11 0.04
O -0.116349 -0.066523 0.378508 0.21 0.44 0.14
N 1.268805 -0.370362 -2.346636 -0.07 0.27 -0.06
N -1.236556 -1.969246 0.810072 -0.07 -0.34 0.24
C 2.015132 -1.464396 -2.080880 -0.06 -0.46 0.11
C -3.425917 -2.269952 3.450161 0.03 0.08 0.00
C -4.701876 -1.892927 3.837262 0.03 0.20 -0.12
C -0.174961 -2.755358 -1.839593 0.01 0.01 0.16
C -4.431929 0.216755 2.753999 0.07 0.00 -0.04
C -3.155702 -0.146768 2.365470 -0.01 0.00 0.03
C -0.825495 -1.413433 -1.504994 0.17 0.25 -0.21
C -0.177896 -0.341115 -2.377657 -0.47 -0.04 0.11
C 1.303251 -2.674741 -1.495259 0.03 -0.06 -0.13
C 1.944051 0.799108 -2.882234 0.46 0.25 -0.05
C -0.677688 -1.062718 -0.022107 -0.31 -0.39 -0.44
C 2.314109 1.868687 -1.840727 -0.32 -0.37 0.00
C 3.088090 1.271257 -0.666359 0.35 0.22 -0.18
C 1.114850 2.643563 -1.293345 0.22 0.27 -0.14
C 1.597887 3.772489 -0.386115 -0.22 -0.15 0.17
C 3.576430 2.378507 0.262284 -0.21 -0.17 0.19
C -5.215255 -0.653509 3.493717 -0.04 -0.15 0.09
C 2.397178 3.197153 0.778727 0.22 0.24 -0.12
C -1.266735 -1.787727 2.248496 0.05 0.09 0.06
C -2.644254 -1.391866 2.713943 -0.04 -0.04 0.08
H -4.823114 1.185787 2.484105 -0.04 0.09 -0.02
H -3.045064 -3.240363 3.730297 0.03 -0.11 0.04
H 0.492560 1.973215 -0.700140 -0.10 -0.06 -0.05
H 1.312415 1.240285 -3.659847 -0.01 -0.04 0.00
H -0.517644 -0.475932 -3.416773 -0.04 0.04 0.13
H 2.869663 0.437931 -3.339848 -0.17 0.10 -0.04
H -0.505688 0.644293 -2.040925 0.01 -0.10 -0.07
H 3.929884 0.683477 -1.034360 -0.02 -0.06 0.02
H 0.519750 3.054067 -2.114439 -0.08 -0.04 -0.03
H 2.966652 2.579219 -2.364188 0.01 0.00 -0.02
H 2.753150 4.003810 1.424030 -0.04 -0.02 0.07
H -0.299059 -2.951973 -2.907232 -0.07 -0.02 0.01
H -0.945024 -2.712498 2.735315 0.00 0.12 0.01
H -1.786325 -2.724198 0.433092 0.06 0.08 -0.11
H 4.122305 1.943260 1.101910 0.08 0.03 -0.01
H 0.742133 4.336778 -0.007910 0.02 0.08 -0.03
H 1.432371 -2.611033 -0.410529 0.04 -0.03 0.01
H -0.549910 -0.991943 2.469388 -0.05 -0.19 0.03
H -2.543377 0.533566 1.793132 0.09 0.10 -0.08
H 1.839927 -3.562172 -1.834310 0.03 0.12 0.05
H -0.642720 -3.578660 -1.295127 0.00 -0.02 -0.08
H 1.746019 2.550759 1.370725 -0.05 -0.02 0.10
H 4.264533 3.032560 -0.279801 0.08 0.03 0.01
H -1.898178 -1.442488 -1.731108 0.08 0.03 0.00
H 2.226269 4.460823 -0.957562 0.01 0.08 -0.02
H 2.425744 0.603868 -0.112110 -0.03 -0.10 0.01
H -6.210386 -0.375594 3.802531 -0.09 0.00 0.04
```
Forces are in eV/Å.

For the energy above the lowest of the compared OMol25 structures with the same formula, charge and spin, the calculation gives 3.1 kcal per mole. The HOMO energy comes out at -8.91 eV. Its LUMO energy is 0.45 eV.